Entry 1:
Computed, not measured: the molecule C26H27N3O6S, with ωB97M-V/def2-TZVPD.

Positions of all 63 atoms, in Å:
C  -0.264  1.342  0.485
C  0.578  2.603  0.356
H  0.727  2.860  -0.698
H  0.115  3.440  0.883
O  1.852  2.422  0.974
C  2.847  1.947  0.218
O  2.748  1.719  -0.958
C  4.087  1.743  1.066
C  5.266  2.591  0.569
C  5.797  2.069  -0.763
H  5.030  2.173  -1.531
C  6.159  0.592  -0.632
N  4.995  -0.163  -0.214
C  4.356  -0.941  -1.124
O  4.800  -1.135  -2.240
C  3.094  -1.609  -0.675
C  1.915  -1.324  -1.352
C  0.741  -1.964  -0.999
C  0.730  -2.903  0.025
C  1.915  -3.207  0.679
C  3.091  -2.569  0.330
H  4.012  -2.821  0.837
H  1.916  -3.940  1.472
C  -0.557  -3.584  0.415
N  -1.655  -2.631  0.513
C  -1.636  -1.744  1.552
S  -0.478  -1.736  2.721
N  -2.639  -0.825  1.614
C  -3.635  -0.708  0.681
C  -4.607  0.284  0.765
C  -5.595  0.362  -0.205
C  -5.625  -0.547  -1.265
C  -4.661  -1.529  -1.349
C  -3.660  -1.618  -0.383
C  -2.629  -2.660  -0.483
O  -2.601  -3.494  -1.360
H  -4.654  -2.246  -2.155
H  -6.402  -0.472  -2.008
C  -6.606  1.448  -0.069
O  -6.596  2.267  0.816
O  -7.526  1.415  -1.037
C  -8.526  2.423  -0.978
H  -9.179  2.253  -1.830
H  -9.085  2.347  -0.043
H  -8.070  3.413  -1.034
H  -4.605  0.998  1.575
H  -2.608  -0.187  2.399
H  -0.441  -4.089  1.378
H  -0.848  -4.312  -0.348
H  -0.173  -1.740  -1.533
H  1.928  -0.592  -2.143
C  4.468  0.247  1.059
H  5.242  0.090  1.821
H  3.596  -0.354  1.319
H  6.952  0.455  0.113
H  6.485  0.185  -1.590
H  6.675  2.641  -1.067
H  6.059  2.546  1.320
H  4.954  3.633  0.471
H  3.827  2.033  2.089
H  -0.330  1.053  1.531
H  -1.261  1.523  0.092
H  0.197  0.527  -0.070

Total energy   -54993.81008 eV
SMILES   CCOC(=O)[C@@H]1CCCN(C(=O)c2ccc(Cn3c(=S)[nH]c4cc(C(=O)OC)ccc4c3=O)cc2)C1
Energy above the lowest of the compared OMol25 structures with the same formula, charge and spin   0.0 kcal per mole
Lowest unoccupied orbital energy   -0.6 eV
Total charge   0
Largest force on an atom   0.01552 hartree/bohr

These are the natural (NBO) partial charges, in e, on atoms 1 to 5: C -0.644; C -0.078; H 0.202; H 0.188; O -0.507

---

Entry 2:
Computed, not measured: the molecule C26H27N5O2S, with ωB97M-V/def2-TZVPD.

Positions of all 61 atoms, in Å:
C  0.688  -5.688  -0.010
C  0.711  -4.334  0.607
C  1.780  -3.566  0.952
C  1.279  -2.390  1.579
C  -0.108  -2.504  1.588
N  -0.437  -3.668  0.979
C  -1.758  -4.080  0.591
H  -2.497  -3.645  1.266
H  -1.834  -5.169  0.652
C  -2.069  -3.670  -0.862
C  -2.498  -2.213  -1.045
H  -1.645  -1.547  -1.168
C  -3.387  -2.310  -2.281
H  -4.096  -1.490  -2.366
H  -2.778  -2.350  -3.184
C  -4.075  -3.655  -2.043
H  -4.363  -4.165  -2.965
H  -4.968  -3.531  -1.415
O  -3.136  -4.471  -1.358
H  -3.100  -1.896  -0.191
H  -1.175  -3.866  -1.474
C  -1.098  -1.534  2.118
H  -1.875  -2.036  2.693
H  -0.582  -0.831  2.766
H  -1.565  -0.977  1.306
C  2.011  -1.219  1.994
O  1.613  -0.388  2.789
C  3.344  -1.010  1.274
H  3.474  -1.688  0.436
H  4.180  -1.081  1.970
S  3.389  0.697  0.642
C  1.814  0.721  -0.081
N  1.141  -0.321  -0.494
N  -0.048  0.108  -0.925
C  -0.104  1.409  -0.784
N  1.077  1.864  -0.242
C  1.414  3.153  0.206
C  0.523  3.855  1.010
C  0.863  5.118  1.458
C  2.085  5.674  1.117
C  2.974  4.965  0.327
C  2.643  3.703  -0.134
H  3.328  3.143  -0.753
H  3.929  5.393  0.065
H  2.347  6.659  1.473
H  0.174  5.664  2.084
H  -0.420  3.407  1.284
C  -1.219  2.230  -1.208
C  -1.063  3.528  -1.693
C  -2.186  4.227  -2.096
C  -3.423  3.603  -2.012
N  -3.580  2.366  -1.570
C  -2.513  1.701  -1.181
H  -2.676  0.693  -0.827
H  -4.329  4.110  -2.317
H  -2.101  5.233  -2.477
H  -0.082  3.976  -1.769
H  2.810  -3.831  0.819
H  1.707  -5.998  -0.227
H  0.116  -5.703  -0.937
H  0.246  -6.417  0.670

Total energy   -49780.87217 eV
SMILES   Cc1cc(C(=O)CSc2nnc(-c3cccnc3)n2-c2ccccc2)c(C)n1C[C@@H]1CCCO1
Energy above the lowest of the compared OMol25 structures with the same formula, charge and spin   2.8 kcal per mole
Lowest unoccupied orbital energy   0.4 eV
Total charge   0
Largest force on an atom   0.02438 hartree/bohr

These are the natural (NBO) partial charges, in e, on atoms 1 to 5: C -0.642; C 0.140; C -0.261; C -0.256; C 0.258

---

Entry 3:
Computed, not measured: a structure of composition C26H28As2N2RuS, with ωB97M-V/def2-TZVPD.

Positions of all 60 atoms, in Å:
Ru  0.563  -0.441  0.327
C  0.224  1.471  3.577
As  -0.629  1.098  1.881
C  -2.448  0.724  2.448
C  -0.781  2.810  0.992
C  -0.940  4.014  1.665
C  -0.981  5.203  0.950
C  -0.873  5.188  -0.433
C  -0.737  3.985  -1.113
C  -0.701  2.792  -0.403
As  -0.577  1.038  -1.249
C  0.115  1.366  -3.019
C  -2.444  0.635  -1.603
H  -0.431  2.075  4.203
H  1.165  1.984  3.399
H  0.425  0.522  4.072
H  -2.869  1.637  2.869
H  -2.430  -0.052  3.212
H  -3.060  0.393  1.613
H  -1.010  4.039  2.746
H  -1.087  6.144  1.474
H  -0.896  6.119  -0.985
H  -0.665  3.993  -2.194
H  -0.607  1.982  -3.551
H  0.225  0.411  -3.532
H  1.082  1.865  -2.972
H  -2.921  1.448  -2.149
H  -2.950  0.482  -0.652
H  -2.494  -0.289  -2.177
S  2.330  -0.840  1.837
C  1.152  -1.839  2.639
C  1.303  -2.668  3.750
C  0.226  -3.426  4.151
C  -0.980  -3.338  3.456
C  -1.062  -2.490  2.376
N  -0.020  -1.744  1.975
H  2.259  -2.714  4.252
H  0.314  -4.088  5.003
H  -1.842  -3.918  3.751
H  -1.986  -2.369  1.835
C  4.250  0.254  -1.867
C  4.165  -0.656  -2.917
C  3.027  -1.420  -3.057
C  1.981  -1.270  -2.149
N  2.084  -0.402  -1.119
C  3.198  0.339  -0.987
C  0.716  -2.009  -2.161
C  0.300  -2.784  -3.244
C  -0.914  -3.437  -3.196
C  -1.705  -3.305  -2.061
C  -1.302  -2.512  -0.998
C  -0.077  -1.835  -1.003
H  5.125  0.869  -1.718
H  4.989  -0.771  -3.610
H  2.940  -2.148  -3.851
H  3.227  1.013  -0.141
H  0.919  -2.872  -4.128
H  -1.249  -4.034  -4.033
H  -2.662  -3.812  -2.016
H  -1.974  -2.409  -0.164

Total energy   -165486.59273 eV
Energy above the lowest of the compared OMol25 structures with the same formula, charge and spin   24.5 kcal per mole
Lowest unoccupied orbital energy (spin up / spin down)   -2.4 / -3.4 eV
Total charge   +1
2S+1   2
⟨S²⟩   0.7562
Largest force on an atom   0.02022 hartree/bohr

These are the Mulliken partial charges, in e, on atoms 1 to 5: Ru -0.813; C -1.332; As 1.400; C -1.296; C -0.048

---

Entry 4:
Computed, not measured: a structure of composition C26H28AuNOSSbTe, with ωB97M-V/def2-TZVPD.

Positions of all 60 atoms, in Å:
Au  -1.707  1.081  -0.111
O  -2.438  3.407  -0.273
C  -3.319  3.642  0.813
C  -4.090  2.402  1.154
C  -5.279  2.511  1.869
C  -6.017  1.376  2.146
C  -5.548  0.149  1.692
C  -4.343  0.114  1.021
N  -3.628  1.213  0.764
H  -1.906  4.202  -0.414
H  -4.028  4.438  0.549
H  -2.757  3.963  1.702
H  -5.610  3.484  2.197
H  -6.942  1.448  2.700
H  -6.099  -0.759  1.876
H  -3.930  -0.824  0.683
S  0.280  0.356  -1.038
Sb  2.035  -0.482  0.387
C  3.054  -1.535  -1.211
C  3.181  -2.910  -1.155
C  3.617  -3.577  -2.293
C  3.932  -2.865  -3.438
C  3.832  -1.483  -3.463
C  3.401  -0.804  -2.333
C  1.130  -1.847  1.814
C  1.487  -1.867  3.151
C  1.000  -2.879  3.966
C  0.147  -3.841  3.447
C  -0.214  -3.800  2.108
C  0.274  -2.801  1.281
C  3.197  1.222  1.123
C  3.516  2.243  0.247
C  4.316  3.276  0.721
C  4.771  3.264  2.028
C  4.423  2.238  2.888
C  3.631  1.193  2.430
H  2.926  -3.468  -0.265
H  3.681  -4.655  -2.281
H  4.261  -3.391  -4.323
H  4.083  -0.924  -4.352
H  3.329  0.276  -2.341
H  2.131  -1.114  3.579
H  1.288  -2.906  5.006
H  -0.248  -4.612  4.093
H  -0.876  -4.550  1.701
H  -0.006  -2.768  0.234
H  3.150  2.262  -0.771
H  4.578  4.083  0.053
H  5.409  4.061  2.383
H  4.763  2.227  3.912
H  3.379  0.386  3.102
C  -2.773  1.143  -5.359
Te  -1.904  0.805  -3.422
C  -2.834  -1.109  -3.242
H  -3.852  0.977  -5.316
H  -2.338  0.439  -6.074
H  -2.556  2.161  -5.682
H  -2.522  -1.717  -4.089
H  -3.913  -0.977  -3.259
H  -2.530  -1.577  -2.313

Total energy   -59283.29367 eV
Energy above the lowest of the compared OMol25 structures with the same formula, charge and spin   13.0 kcal per mole
Lowest unoccupied orbital energy (spin up / spin down)   -8.9 / -12.2 eV
Total charge   +3
2S+1   3
⟨S²⟩   2.0111
Largest force on an atom   0.03303 hartree/bohr

These are the natural (NBO) partial charges, in e, on atoms 1 to 5: Au 0.754; O -0.751; C -0.114; C 0.202; C -0.211